A structure of composition C30H52BN6S3Sr at a distorted geometry, computed with ωB97M-V with the def2-TZVPD basis set.

Structure (XYZ):
```
93
C30H52BN6S3Sr ωB97M-V with the def2-TZVPD basis set
Sr 0.320 0.954 0.631
C 3.647 2.311 -1.294
C 3.623 3.440 -0.235
S 2.097 3.507 0.705
C 2.710 3.907 2.364
C 3.112 2.630 3.105
S 1.803 1.379 3.166
C 2.443 0.134 1.954
C 3.017 0.313 0.418
S 2.378 1.063 -1.232
H 3.609 2.728 -2.301
H 4.600 1.787 -1.224
H 4.453 3.267 0.451
H 3.800 4.401 -0.713
H 3.576 4.563 2.271
H 1.931 4.460 2.886
H 3.981 2.181 2.623
H 3.399 2.850 4.134
H 3.356 -0.232 2.419
H 1.732 -0.696 2.003
H 3.956 0.833 0.570
H 3.172 -0.727 0.171
C -3.529 -2.871 -1.684
C -2.872 -2.203 -0.522
C -3.244 -2.249 0.808
C -2.303 -1.458 1.477
N -1.416 -0.968 0.615
N -1.771 -1.432 -0.616
B -1.077 -0.990 -1.915
N -1.390 0.529 -2.168
N -1.493 1.360 -1.083
C -2.317 2.346 -1.418
C -2.745 2.185 -2.740
C -2.157 1.013 -3.172
C -2.356 0.348 -4.492
C -2.826 3.324 -0.388
C -1.715 3.827 0.533
C -3.884 2.591 0.458
C -3.464 4.532 -1.075
N 0.442 -1.341 -1.836
N 0.989 -1.832 -0.685
C 2.140 -2.402 -1.023
C 2.379 -2.236 -2.399
C 1.265 -1.581 -2.880
C 0.941 -1.217 -4.287
C 2.958 -3.254 -0.065
C 2.798 -4.708 -0.546
C 4.450 -2.867 -0.146
C 2.428 -3.164 1.381
C -2.162 -1.226 2.966
C -2.183 0.272 3.284
C -0.834 -1.833 3.445
C -3.312 -1.896 3.719
H -4.313 -3.531 -1.319
H -2.818 -3.462 -2.259
H -3.981 -2.142 -2.357
H -4.077 -2.792 1.219
H -1.557 -1.592 -2.832
H -3.404 2.815 -3.312
H -2.892 1.026 -5.153
H -2.942 -0.566 -4.391
H -1.412 0.088 -4.965
H -1.262 3.033 1.138
H -2.139 4.528 1.255
H -0.928 4.342 -0.021
H -3.441 1.706 0.917
H -4.717 2.269 -0.167
H -4.269 3.253 1.237
H -2.752 5.034 -1.733
H -3.808 5.250 -0.329
H -4.327 4.232 -1.668
H 3.204 -2.607 -2.984
H 1.671 -1.665 -4.957
H 0.956 -0.134 -4.435
H -0.048 -1.582 -4.561
H 3.177 -4.829 -1.562
H 1.746 -4.997 -0.539
H 3.351 -5.381 0.111
H 4.697 -2.412 -1.106
H 5.087 -3.745 -0.028
H 4.734 -2.161 0.639
H 1.413 -2.765 1.397
H 3.073 -2.552 2.014
H 2.389 -4.153 1.838
H -1.484 0.821 2.646
H -1.908 0.456 4.324
H -3.173 0.693 3.103
H 0.006 -1.319 2.971
H -0.772 -2.889 3.178
H -0.736 -1.736 4.528
H -4.276 -1.511 3.385
H -3.219 -1.703 4.789
H -3.300 -2.977 3.569
```

Output
Highest occupied orbital energy: -10.79 eV
Charge: +1
Calculated total energy: -2752.960356 a.u.
F_max: 2.02 eV/A
Kohn-Sham gap: 8.56 eV

***

A cluster of 11 separate species, C54H121O40P7 in total at a distorted geometry, computed with ωB97M-V with the def2-TZVPD basis set.

Structure (XYZ):
```
222
C54H121O40P7 ωB97M-V with the def2-TZVPD basis set
C -6.501 -1.591 -6.752
C -6.449 -3.094 -6.658
O -5.223 -3.527 -6.064
P -4.235 -4.451 -6.912
O -3.854 -3.868 -8.190
O -4.833 -5.912 -6.916
C -5.791 -6.386 -5.965
C -6.618 -7.455 -6.667
O -3.100 -4.519 -5.802
C -1.787 -4.969 -6.094
C -0.864 -4.519 -4.990
H -5.824 -1.237 -7.523
H -7.538 -1.348 -7.013
H -6.388 -1.085 -5.794
H -7.320 -3.474 -6.113
H -6.567 -3.546 -7.648
H -5.275 -6.910 -5.156
H -6.394 -5.580 -5.557
H -7.447 -7.801 -6.050
H -7.014 -7.020 -7.587
H -6.021 -8.331 -6.911
H -1.718 -6.031 -6.349
H -1.428 -4.518 -7.030
H 0.113 -5.004 -4.996
H -0.709 -3.440 -4.949
H -1.337 -4.765 -4.038
C -0.645 6.762 3.554
C -1.967 7.518 3.674
O -2.053 8.543 2.665
P -1.505 9.996 2.950
O -0.172 10.069 3.535
O -1.662 10.687 1.549
C -0.612 11.490 0.974
C -0.690 12.902 1.531
O -2.646 10.651 3.835
C -3.992 10.716 3.366
C -4.606 12.042 3.770
H -0.371 6.269 4.482
H -0.799 6.030 2.755
H 0.105 7.462 3.196
H -2.868 6.914 3.614
H -1.974 8.032 4.642
H 0.308 10.934 1.165
H -0.670 11.501 -0.114
H -0.948 13.665 0.799
H -1.331 12.880 2.411
H 0.242 13.299 1.951
H -4.062 10.617 2.280
H -4.538 9.866 3.783
H -5.646 12.081 3.460
H -4.462 12.239 4.831
H -4.034 12.811 3.244
C 4.405 -1.489 1.415
C 5.430 -2.529 1.850
O 5.776 -3.266 0.657
P 7.274 -3.561 0.279
O 8.238 -2.498 0.507
O 7.530 -4.904 1.103
C 8.805 -5.537 1.026
C 9.927 -4.816 1.795
O 7.178 -4.026 -1.224
C 6.332 -5.104 -1.674
C 4.928 -4.634 -2.032
H 4.961 -0.576 1.217
H 3.828 -1.927 0.604
H 3.643 -1.227 2.153
H 6.326 -2.042 2.234
H 5.055 -3.225 2.600
H 8.715 -6.558 1.390
H 9.111 -5.640 -0.022
H 10.792 -4.505 1.219
H 9.479 -3.917 2.220
H 10.228 -5.444 2.634
H 6.852 -5.478 -2.550
H 6.232 -5.830 -0.865
H 4.464 -4.040 -1.251
H 5.029 -4.009 -2.927
H 4.307 -5.474 -2.341
C 1.147 -2.706 -2.317
C 2.012 -1.501 -1.992
O 1.617 -1.122 -0.648
P 0.367 -0.245 -0.287
O -0.746 -0.428 -1.231
O 0.088 -0.713 1.188
C -0.538 -2.023 1.360
C -1.925 -1.788 1.870
O 0.828 1.243 -0.051
C -0.141 2.156 0.458
C 0.439 3.571 0.440
H 0.090 -2.463 -2.372
H 1.470 -3.092 -3.290
H 1.319 -3.502 -1.592
H 3.072 -1.729 -2.070
H 1.867 -0.671 -2.687
H -0.450 -2.562 0.418
H 0.072 -2.460 2.150
H -2.637 -1.256 1.231
H -2.491 -2.716 1.997
H -1.877 -1.165 2.762
H -1.095 2.096 -0.076
H -0.470 1.965 1.487
H 0.670 3.789 -0.601
H -0.279 4.189 0.971
H 1.372 3.523 1.002
C 10.035 1.682 -3.777
C 9.299 1.791 -2.447
O 7.900 1.921 -2.652
P 7.102 3.193 -2.171
O 7.588 3.801 -0.931
O 5.622 2.653 -2.037
C 5.356 1.629 -1.080
C 4.453 0.575 -1.640
O 7.118 4.136 -3.418
C 6.567 5.473 -3.418
C 7.458 6.388 -4.234
H 11.103 1.865 -3.678
H 10.001 0.635 -4.111
H 9.514 2.231 -4.557
H 9.551 0.978 -1.769
H 9.709 2.693 -1.979
H 6.254 1.117 -0.704
H 5.034 2.098 -0.146
H 4.780 0.054 -2.535
H 4.188 -0.123 -0.840
H 3.433 0.959 -1.791
H 5.578 5.364 -3.863
H 6.516 5.820 -2.384
H 6.842 7.244 -4.513
H 8.357 6.680 -3.701
H 7.713 5.846 -5.147
C -6.848 -1.512 4.740
C -7.280 -0.932 3.401
O -6.166 -0.210 2.818
P -6.181 1.380 2.804
O -7.463 2.023 2.552
O -5.502 1.789 4.171
C -4.211 1.265 4.514
C -3.123 2.317 4.562
O -5.016 1.663 1.756
C -5.341 1.763 0.384
C -4.649 0.668 -0.443
H -7.651 -2.142 5.127
H -5.896 -2.022 4.647
H -6.836 -0.661 5.425
H -7.657 -1.593 2.622
H -8.116 -0.257 3.611
H -4.308 0.826 5.507
H -3.935 0.481 3.808
H -2.176 1.837 4.807
H -3.063 2.958 3.685
H -3.328 2.977 5.412
H -6.393 1.869 0.099
H -5.095 2.769 0.008
H -3.873 0.905 -1.170
H -4.113 0.120 0.341
H -5.399 0.028 -0.904
C 0.516 0.733 7.456
C -0.110 -0.638 7.168
O 0.959 -1.509 6.793
P 0.712 -2.806 5.942
O 0.676 -2.705 4.480
O 1.929 -3.682 6.475
C 2.016 -5.054 6.070
C 1.372 -5.974 7.097
O -0.633 -3.350 6.594
C -1.401 -4.355 5.847
C -2.274 -5.068 6.852
H 0.737 0.776 8.528
H 1.522 0.799 7.047
H -0.137 1.559 7.193
H -0.607 -1.000 8.066
H -0.873 -0.553 6.392
H 1.658 -5.196 5.042
H 3.077 -5.254 5.904
H 0.913 -6.853 6.647
H 2.128 -6.332 7.795
H 0.649 -5.387 7.657
H -1.858 -3.780 5.049
H -0.699 -5.103 5.473
H -2.884 -4.399 7.469
H -2.935 -5.768 6.349
H -1.643 -5.483 7.640
O -4.146 -5.445 -1.977
C -3.723 -4.330 -1.969
O -3.747 -3.513 -0.910
C -3.112 -2.255 -1.174
C -2.947 -2.320 -2.699
O -3.138 -3.710 -3.013
H -3.642 -1.392 -0.796
H -2.135 -2.414 -0.731
H -2.002 -1.950 -3.081
H -3.776 -1.812 -3.200
O -1.346 0.226 -7.951
C -1.170 0.343 -6.789
O -0.240 -0.375 -6.093
C -0.010 0.186 -4.807
C -1.286 1.038 -4.629
O -1.808 1.179 -5.952
H -0.080 -0.605 -4.062
H 0.899 0.770 -4.667
H -1.128 2.068 -4.309
H -2.022 0.574 -3.973
O -4.591 -4.019 4.385
C -4.443 -4.557 3.339
O -3.234 -5.003 2.918
C -3.406 -5.990 1.889
C -4.873 -5.771 1.453
O -5.372 -4.845 2.425
H -2.626 -5.730 1.181
H -3.279 -6.975 2.334
H -5.419 -6.705 1.543
H -4.910 -5.350 0.454
O 4.101 2.517 -6.365
C 3.378 2.972 -5.547
O 2.656 4.127 -5.723
C 1.758 4.244 -4.604
C 2.597 3.575 -3.532
O 3.105 2.475 -4.318
H 1.653 5.316 -4.455
H 0.797 3.760 -4.774
H 2.041 3.168 -2.693
H 3.457 4.170 -3.228
```

Output
Highest occupied orbital energy: -10.30 eV
Charge: 0
Calculated total energy: -7529.957268 a.u.
SMILES string: CCOP(=O)(OCC)OCC.CCOP(=O)(OCC)OCC.CCOP(=O)(OCC)OCC.CCOP(=O)(OCC)OCC.CCOP(=O)(OCC)OCC.CCOP(=O)(OCC)OCC.CCOP(=O)(OCC)OCC.O=C1OCCO1.O=C1OCCO1.O=C1OCCO1.O=C1OCCO1
F_max: 2.99 eV/A
Kohn-Sham gap: 10.36 eV

***

The ion C10H11N2O2 with charge +1 at a distorted geometry, computed with ωB97M-V with the def2-TZVPD basis set.

Structure (XYZ):
```
25
C10H11N2O2 ωB97M-V with the def2-TZVPD basis set
O -0.188 2.455 0.905
C -1.008 1.671 0.753
C -1.830 0.780 0.250
C -3.247 0.924 0.246
C -4.108 -0.110 0.173
C -3.634 -1.431 -0.081
C -2.327 -1.580 -0.320
C -1.312 -0.521 -0.311
O -0.138 -0.969 0.576
N 1.092 -0.680 0.409
C 1.481 0.171 -0.479
N 2.917 0.458 -0.540
C 3.830 0.824 0.575
C 3.895 -0.570 -0.055
H -3.581 1.927 0.467
H -5.154 0.174 0.053
H -4.289 -2.254 -0.122
H -1.917 -2.701 -0.359
H -0.644 -0.593 -1.175
H 0.855 0.720 -1.151
H 3.096 0.918 -1.448
H 3.456 0.894 1.623
H 4.493 1.659 0.373
H 4.849 -0.719 -0.658
H 3.413 -1.448 0.294
```

Output
Highest occupied orbital energy: -11.05 eV
Charge: +1
Calculated total energy: -647.162845 a.u.
SMILES string: O=C=C1C=CC=C[C@@H]1O/N=C/[NH+]1CC1
F_max: 4.19 eV/A
Kohn-Sham gap: 7.90 eV

***

A structure of composition C25H44MgN3Se2, computed with ωB97M-V with the def2-TZVPD basis set.

Structure (XYZ):
```
75
C25H44MgN3Se2 ωB97M-V with the def2-TZVPD basis set
Mg 0.053 0.100 -0.549
C -0.030 -1.149 1.303
C -1.110 -0.197 1.405
C -0.502 1.098 1.542
C 0.908 0.895 1.493
C 1.211 -0.483 1.393
C 2.540 -1.143 1.709
C 3.711 -0.159 1.705
C 2.826 -2.315 0.766
C 2.413 -1.691 3.146
C -1.086 2.470 1.925
C -1.774 2.341 3.295
C 0.041 3.500 2.099
C -2.074 3.100 0.921
C -2.531 -0.756 1.582
C -2.732 -1.143 3.058
C -2.718 -2.039 0.747
C -3.663 0.179 1.142
H -0.184 -2.216 1.278
H 1.652 1.669 1.599
H 3.858 0.322 0.740
H 4.625 -0.696 1.965
H 3.559 0.613 2.462
H 2.934 -1.976 -0.268
H 2.027 -3.060 0.816
H 3.755 -2.812 1.051
H 2.183 -0.879 3.839
H 3.352 -2.157 3.456
H 1.615 -2.432 3.219
H -1.104 1.859 4.010
H -2.693 1.765 3.239
H -2.029 3.331 3.679
H 0.739 3.207 2.884
H -0.398 4.458 2.382
H 0.594 3.652 1.169
H -2.833 2.415 0.561
H -1.542 3.520 0.067
H -2.585 3.934 1.408
H -1.993 -1.889 3.358
H -3.729 -1.570 3.196
H -2.629 -0.290 3.724
H -2.063 -2.851 1.062
H -2.552 -1.834 -0.313
H -3.741 -2.397 0.871
H -3.731 1.072 1.757
H -4.618 -0.342 1.231
H -3.537 0.468 0.095
C 3.686 -0.472 -3.524
Se 2.784 0.333 -1.995
C 2.730 2.185 -2.631
C 1.376 2.561 -3.194
Se 0.056 2.595 -1.754
C -1.544 2.787 -2.853
H 4.734 -0.190 -3.504
H 3.224 -0.179 -4.463
H 3.597 -1.549 -3.398
H 3.510 2.295 -3.381
H 2.991 2.811 -1.778
H 1.046 1.845 -3.945
H 1.383 3.564 -3.619
H -1.484 2.117 -3.707
H -1.627 3.816 -3.191
H -2.401 2.545 -2.229
N 0.055 -4.863 -2.613
C -0.424 -3.610 -2.757
C -0.070 -2.577 -1.869
N -0.541 -1.350 -2.028
C -1.367 -1.114 -3.055
C -1.714 -2.138 -3.916
N -1.251 -3.372 -3.776
H 0.647 -5.116 -1.844
H -0.256 -5.577 -3.248
H 0.592 -2.762 -1.031
H -1.756 -0.112 -3.172
H -2.389 -1.964 -4.745
```

Output
Highest occupied orbital energy: -10.55 eV
Charge: +1
Calculated total energy: -6146.084529 a.u.
F_max: 0.53 eV/A
Kohn-Sham gap: 7.62 eV